This record from the Open Molecules 2025 dataset describes a cluster of 5 separate species, C23H49N2O5 in total. The level of theory is wB97M-V/def2-TZVPD.

Values from the calculation:
HOMO ... -0.0626 Ha
E_tot ... -1391.328532 Eh
Kohn-Sham gap ... 4.23 eV
Max |F| ... 0.0069 Eh/bohr
E_LUMO ... 2.53 eV
Total charge ... -1

The geometry in XYZ format:
```
79
C23H49N2O5 | the Open Molecules 2025 dataset | wB97M-V/def2-TZVPD
C 0.88967 -2.42995 3.11235
O -0.10367 -1.98965 3.99976
C -1.24289 -1.39593 3.38177
C -1.63594 -0.12181 4.12703
C -0.85404 1.15438 3.63238
N 0.29901 0.93258 2.83144
C 1.48876 0.99436 3.60663
C 2.75597 0.87352 2.74864
C 4.04428 0.80290 3.58332
N 4.58532 -0.56416 3.71094
H 0.88905 -1.81720 2.20287
H 0.74962 -3.49079 2.83532
H 1.86944 -2.31212 3.59337
H -2.06686 -2.12717 3.38443
H -0.98282 -1.13558 2.34656
H -1.46307 -0.30323 5.20188
H -2.71837 0.03257 4.00511
H -1.59831 1.75467 3.06426
H -0.63422 1.76120 4.54477
H 1.57021 0.21576 4.41689
H 1.59864 1.96836 4.16738
H 2.79453 1.73843 2.06587
H 2.68093 -0.02999 2.12909
H 4.81037 1.48090 3.16951
H 3.82026 1.16976 4.59807
H 4.96770 -0.72283 4.62975
H 5.32003 -0.73814 3.04300
C -1.14628 0.86680 -1.91125
C -0.82472 0.99522 -0.42165
C 0.42637 0.14795 -0.29435
O 1.11158 0.26264 -1.56566
C 0.25011 0.87080 -2.51857
H -1.76937 1.67152 -2.29877
H -1.64717 -0.08485 -2.11235
H -0.59573 2.02890 -0.15527
H -1.61776 0.64993 0.23902
H 0.17356 -0.90585 -0.12709
H 1.05420 0.48569 0.52194
H 0.57870 1.90129 -2.70788
H 0.31152 0.31377 -3.45931
C -2.44860 6.42366 -3.28187
C -3.36046 5.64349 -2.33570
C -2.81606 4.22760 -2.48489
O -1.42189 4.36742 -2.75661
C -1.11260 5.72546 -3.05328
H -2.40550 7.49103 -3.06743
H -2.77407 6.29349 -4.31639
H -3.22762 5.99193 -1.30977
H -4.41800 5.71421 -2.58764
H -3.29194 3.70259 -3.32120
H -2.93790 3.62473 -1.58464
H -0.57432 6.16807 -2.20804
H -0.45975 5.74938 -3.92737
C -3.31811 -6.63577 2.13662
C -2.14434 -6.42681 3.09213
C -2.04952 -4.90544 3.13158
O -3.38735 -4.42713 2.96105
C -4.23554 -5.48600 2.53784
H -3.79792 -7.60970 2.23349
H -2.98923 -6.51554 1.10227
H -2.38635 -6.82112 4.08179
H -1.21849 -6.89177 2.75516
H -1.42125 -4.52953 2.31838
H -1.64958 -4.51888 4.06875
H -4.89422 -5.78109 3.36425
H -4.85850 -5.12679 1.71634
C 2.83862 -0.00220 -4.87816
C 4.17971 0.22709 -5.57286
C 3.94795 -0.45511 -6.91525
O 2.55998 -0.30031 -7.20688
C 1.86746 0.15759 -6.03914
H 2.63902 0.69036 -4.06335
H 2.78785 -1.01460 -4.47365
H 4.35624 1.29559 -5.71481
H 5.02690 -0.19008 -5.03020
H 4.19046 -1.52276 -6.86156
H 4.52449 -0.01283 -7.73007
H 1.58446 1.20671 -6.17720
H 0.95742 -0.43163 -5.92291
```



This record from the Open Molecules 2025 dataset describes a structure of composition C23H49NO18PdS6 at a distorted geometry. The level of theory is wB97M-V/def2-TZVPD.

Values from the calculation:
2S+1 ... 4
HOMO (spin up / spin down) ... -0.3970 / -0.3970 Ha
E_tot ... -4831.316449 Eh
Kohn-Sham gap (spin up / spin down) ... 8.14 / 4.54 eV
Max |F| ... 0.1444 Eh/bohr
E_LUMO (spin up / spin down) ... -2.66 / -6.27 eV
Total charge ... +1

The geometry in XYZ format:
```
98
C23H49NO18PdS6 | the Open Molecules 2025 dataset | wB97M-V/def2-TZVPD
Pd 1.02662 2.00836 0.96015
S -0.30207 -0.04774 -0.22519
O 1.01183 -0.02280 0.37763
O -0.60175 1.38645 -0.26565
O -0.38235 -0.72739 -1.51158
O -1.18417 -0.64243 0.71350
C -0.32109 -1.77981 -4.78413
C -1.02474 -2.71536 -3.83866
O -1.05575 -3.86816 -4.63350
C -0.02944 -3.78234 -5.44799
O 0.35170 -4.74473 -6.14215
O 0.54871 -2.59670 -5.48598
H 0.11797 -0.90931 -4.29674
H -0.92032 -1.28380 -5.54768
H -2.05423 -2.49752 -3.55442
H -0.46673 -2.89575 -2.91987
C -4.10369 -1.33547 2.21211
C -3.05903 -1.82238 3.14527
O -3.20402 -0.97132 4.28676
C -4.33845 -0.28258 4.15301
O -4.72120 0.52427 4.95536
O -4.90312 -0.43778 2.92051
H -4.64076 -2.18817 1.79672
H -3.63292 -0.81395 1.37875
H -2.02627 -1.76398 2.80161
H -3.32310 -2.85784 3.36018
C -2.97543 0.47890 -2.82292
C -3.56741 1.12748 -1.53850
O -3.44704 2.50324 -1.83351
C -3.56782 2.58669 -3.16357
O -3.79854 3.66578 -3.72560
O -3.44028 1.38366 -3.77961
H -3.35724 -0.53337 -2.95571
H -1.89648 0.42714 -2.67705
H -2.92024 0.90890 -0.68910
H -4.55704 0.68454 -1.42653
C 1.04222 -5.55646 0.12920
C 0.14322 -4.59176 -0.70487
C -0.21152 -3.43132 0.24760
C -0.82555 -3.77226 1.54624
N -1.24954 -4.20327 2.58863
H 1.39118 -6.41106 -0.45044
H 0.36019 -5.93440 0.89085
H 1.81731 -5.10875 0.75120
H -0.77175 -5.11318 -0.98603
H 0.63560 -4.30945 -1.63544
H -0.81569 -2.69279 -0.27934
H 0.74674 -2.99297 0.52633
C -3.17948 2.53248 2.30010
S -1.75061 1.85383 3.27871
O -0.50251 2.04914 2.43839
C -1.69936 3.05534 4.64034
H -3.28815 1.83619 1.46856
H -2.91787 3.51454 1.90611
H -4.09157 2.68468 2.87719
H -1.84865 4.09336 4.34314
H -0.74050 3.03143 5.15814
H -2.43820 2.82619 5.40826
C -1.31167 4.57378 -0.27561
S 0.26619 4.57915 -1.21427
O 1.14776 3.51713 -0.56448
C -0.34785 3.75604 -2.69581
H -1.50492 3.66422 0.29312
H -2.15487 4.64466 -0.96270
H -1.41582 5.42336 0.39926
H 0.39569 3.62341 -3.48172
H -1.08324 4.29028 -3.29738
H -0.84501 2.81137 -2.47551
C 4.72961 3.70154 1.24373
S 4.54034 2.14984 0.21922
O 3.05029 1.83924 0.14472
C 5.14651 2.73828 -1.39805
H 3.95529 4.44992 1.07506
H 5.72197 4.10319 1.03881
H 4.71112 3.45452 2.30521
H 4.47247 3.47453 -1.83589
H 5.23257 1.82792 -1.99130
H 6.16702 3.08483 -1.23506
C 2.86467 -0.94134 -2.71795
S 3.03189 -2.75229 -2.17091
O 4.07634 -3.49945 -2.92105
C 3.71394 -2.43172 -0.56168
H 2.69922 -0.28454 -1.86394
H 1.91370 -0.92248 -3.25030
H 3.76962 -0.65228 -3.25238
H 3.84223 -3.37790 -0.03595
H 3.12372 -1.73695 0.03585
H 4.67972 -1.93143 -0.63288
C 3.65830 -0.55657 3.50876
S 2.38576 0.79558 3.89029
O 2.13174 1.52399 2.58112
C 0.90121 -0.32049 3.95001
H 3.78703 -1.10148 4.44396
H 4.59454 -0.13515 3.14277
H 3.29882 -1.08327 2.62476
H 0.10658 0.04255 4.60182
H 1.07525 -1.38319 4.11874
H 0.43275 -0.48266 2.97926
```



This record from the Open Molecules 2025 dataset describes a cluster of 7 separate species, C23H50BCl12O6Si in total at a distorted geometry. The level of theory is wB97M-V/def2-TZVPD.

Values from the calculation:
HOMO ... -0.0724 Ha
E_tot ... -7194.539575 Eh
Kohn-Sham gap ... 3.85 eV
ΔE to the lowest compared entry with this formula, charge and spin ... 0.0 kcal per mole
Max |F| ... 0.0262 Eh/bohr
E_LUMO ... 1.88 eV
Total charge ... -1

The geometry in XYZ format:
```
93
C23H50BCl12O6Si | the Open Molecules 2025 dataset | wB97M-V/def2-TZVPD
C 0.96881 3.64475 0.69330
O 0.53798 2.29954 0.53342
B 0.45484 1.49434 1.70197
O -0.03641 2.19847 2.83973
C 0.89208 0.04782 1.73841
C 2.07357 -0.22404 0.79564
C 3.42999 -0.07704 1.46928
O 3.85494 -1.30861 2.09206
Si 5.12297 -2.08798 1.41522
C 5.29030 -3.70467 2.34810
C 6.72317 -1.11621 1.55731
C 4.85736 -2.46258 -0.41189
C -0.21001 -0.92677 1.43196
O -1.48823 -0.49354 1.96272
C -2.36761 -1.54120 2.03902
O -3.69121 -1.04275 1.90439
C -4.63720 -2.06608 2.07869
C -5.55286 -2.26373 0.86501
O -4.89851 -1.82943 -0.31880
H 1.33914 3.99021 -0.27476
H 0.15422 4.28404 1.03069
H 1.79043 3.71305 1.40723
H -0.93798 2.50968 2.69887
H 2.02732 -1.26907 0.45806
H 2.06507 0.38739 -0.12406
H 3.36844 0.66868 2.26098
H 4.19364 0.24805 0.74627
H 4.57439 -4.41310 1.93021
H 6.28547 -4.13916 2.24743
H 5.06521 -3.53806 3.40061
H 7.54293 -1.76652 1.24282
H 6.92597 -0.79929 2.58017
H 6.73412 -0.24437 0.90298
H 5.80535 -2.39136 -0.94840
H 4.11958 -1.81489 -0.88210
H 4.51703 -3.49501 -0.51100
H -0.00180 -1.92213 1.86381
H -0.36871 -1.07475 0.34073
H -2.18129 -2.27498 1.24030
H -2.28734 -2.03265 3.02399
H -5.26148 -1.82649 2.94494
H -4.13845 -3.01272 2.30021
H -5.78221 -3.33258 0.79241
H -6.50316 -1.74782 1.01705
H -5.47640 -2.04113 -1.06173
Cl -8.17530 -0.88245 2.94209
C -8.70450 0.58043 2.07298
C -10.14962 0.50784 1.65992
Cl -10.42633 -0.73723 0.41234
H -8.05412 0.68698 1.21352
H -8.55168 1.42669 2.74015
H -10.45276 1.46078 1.23194
H -10.78957 0.27412 2.50667
Cl -6.13320 4.24936 -2.59638
C -5.73918 3.22300 -1.19102
C -6.70928 2.08316 -1.04257
Cl -8.34643 2.65661 -0.60330
H -5.73531 3.85689 -0.30841
H -4.73920 2.82219 -1.34761
H -6.36756 1.41720 -0.25049
H -6.80229 1.51639 -1.96454
Cl -1.03566 6.68824 -3.26485
C -1.41474 5.47577 -2.01167
C -1.76409 6.11194 -0.69026
Cl -0.34268 6.87899 0.04787
H -0.55212 4.82110 -1.91057
H -2.26248 4.89967 -2.37774
H -2.10020 5.33736 -0.00134
H -2.54316 6.86246 -0.79634
Cl 9.06645 -4.30194 2.10993
C 9.93830 -4.53158 3.64426
C 9.79539 -5.93528 4.17424
Cl 8.12916 -6.29119 4.69392
H 9.55411 -3.80169 4.35221
H 10.98946 -4.32216 3.45248
H 10.43724 -6.06130 5.04465
H 10.06899 -6.66817 3.41971
Cl 1.12151 -0.79451 -3.09915
C 0.20523 0.58118 -2.40979
C 0.29181 1.80166 -3.28734
Cl 1.93446 2.50975 -3.31729
H 0.58086 0.78068 -1.40778
H -0.83243 0.25895 -2.33266
H -0.37696 2.56865 -2.89922
H 0.02604 1.57544 -4.31654
Cl -0.32090 0.26972 -6.51225
C 0.83763 -0.38162 -7.69585
C 2.25763 -0.04314 -7.31780
Cl 2.59090 1.70042 -7.48081
H 0.58078 0.01507 -8.67458
H 0.71016 -1.46279 -7.70178
H 2.94484 -0.56298 -7.98328
H 2.46738 -0.32588 -6.28896
```



This record from the Open Molecules 2025 dataset describes a structure of composition C23H50N4OP3Sn at a distorted geometry. The level of theory is wB97M-V/def2-TZVPD.

Values from the calculation:
HOMO (spin up / spin down) ... -0.3052 / -0.3052 Ha
E_tot ... -2438.647621 Eh
Kohn-Sham gap (spin up / spin down) ... 5.70 / 5.70 eV
Max |F| ... 0.0769 Eh/bohr
E_LUMO (spin up / spin down) ... -2.60 / -2.60 eV
Total charge ... +1

The geometry in XYZ format:
```
82
C23H50N4OP3Sn | the Open Molecules 2025 dataset | wB97M-V/def2-TZVPD
Sn 0.53951 -0.08580 -0.64880
P 1.93854 2.09849 -0.59746
P -0.85472 -1.99167 -1.78605
N -0.66079 1.11317 -2.00022
C 0.73295 3.14927 -1.50856
H 0.61753 4.10073 -0.96657
H 1.18383 3.38130 -2.48480
C -0.66557 2.53296 -1.75328
H -1.35041 2.84216 -0.93268
H -1.08982 3.00584 -2.66099
C -1.96933 0.60903 -2.33297
H -2.30241 1.18309 -3.22149
H -2.74151 0.81766 -1.55909
C -2.00898 -0.89440 -2.70431
H -1.76143 -0.98911 -3.77151
H -3.03548 -1.27087 -2.57506
C -1.82254 -3.00716 -0.58113
C -0.90868 -3.74353 0.41652
H -1.43914 -3.83090 1.37784
H 0.04783 -3.22559 0.60019
H -0.68532 -4.76426 0.07176
C -0.04123 -3.10146 -3.00430
C 0.88953 -4.12517 -2.33920
H 1.50239 -4.58696 -3.12695
H 0.32470 -4.93214 -1.85076
H 1.57527 -3.67267 -1.61021
C 3.54794 2.13523 -1.47492
C 4.63684 1.33354 -0.74552
H 5.49259 1.22109 -1.42586
H 4.30682 0.32375 -0.46712
H 4.99446 1.85525 0.15348
C 2.09940 2.75399 1.12222
C 2.79328 1.75325 2.06752
H 2.48203 1.97214 3.09906
H 3.88704 1.85469 2.01816
H 2.52733 0.70452 1.86125
C 2.25342 -1.91615 0.21880
C -1.01549 -3.77588 -3.97820
H -1.67661 -4.49207 -3.47673
H -1.63333 -3.05232 -4.52320
H -0.43095 -4.33537 -4.72147
C 4.01944 3.55292 -1.82016
H 4.94307 3.47597 -2.40947
H 3.28603 4.10122 -2.42370
H 4.24792 4.14290 -0.92513
C 2.73976 4.14316 1.19471
H 2.54679 4.56178 2.19310
H 3.83158 4.10194 1.07299
H 2.31962 4.84753 0.46527
C -2.84297 -3.94760 -1.22816
H -2.37560 -4.86301 -1.61589
H -3.56183 -4.26119 -0.45736
H -3.42137 -3.47081 -2.02993
H -2.38954 -2.24360 -0.01826
H 1.04472 2.85601 1.44004
H 0.58357 -2.39923 -3.58649
H 3.31969 1.61491 -2.42309
O 3.27137 -2.39610 0.42614
H 0.98833 0.38233 -3.24582
H 1.50169 -0.07663 -2.86249
C -3.32345 1.31708 3.53941
N -3.43143 0.06115 2.76525
C -2.90600 -1.06677 3.56259
N -1.52248 -0.83135 4.02684
C -1.45550 0.44510 4.77303
N -1.93816 1.59024 3.97286
C -1.05718 1.88234 2.84210
P -0.94335 0.43514 1.63940
C -2.78979 0.16989 1.46093
C -0.55936 -0.87203 2.93140
H -3.95035 1.21510 4.44110
H -3.66593 2.14664 2.90670
H -2.93781 -1.99004 2.96270
H -3.54492 -1.17554 4.45355
H -0.41179 0.62800 5.06079
H -2.10127 0.35452 5.66245
H -1.44066 2.76287 2.30033
H -0.05074 2.13134 3.21573
H -2.98092 -0.74393 0.87900
H -3.20664 1.02560 0.90239
H 0.45658 -0.69045 3.31882
H -0.57063 -1.86505 2.45892
```



This record from the Open Molecules 2025 dataset describes a cluster of 6 separate species, C23H50O6PS in total at a distorted geometry. The level of theory is wB97M-V/def2-TZVPD.

Values from the calculation:
HOMO ... -0.4070 Ha
E_tot ... -2096.926597 Eh
Kohn-Sham gap ... 7.11 eV
Max |F| ... 0.0530 Eh/bohr
E_LUMO ... -3.97 eV
Total charge ... +1

The geometry in XYZ format:
```
81
C23H50O6PS | the Open Molecules 2025 dataset | wB97M-V/def2-TZVPD
C 0.69571 -0.44895 -2.89223
C 2.28394 -0.52161 -3.29236
O 2.37156 -1.14046 -4.62763
C 2.98042 0.98447 -3.37813
P 3.04962 1.61788 -1.55177
S 2.34290 3.68683 -1.51531
H 0.25505 -1.53247 -3.01315
H 0.48424 -0.05055 -1.81192
H 0.09360 0.24207 -3.63328
H 2.91819 -1.11111 -2.47785
H 1.74227 -0.57078 -5.19703
H 4.06527 0.83992 -3.85418
H 2.40430 1.71565 -4.10297
H 2.12293 0.89294 -0.68578
H 4.36894 1.48008 -0.99023
H 0.96557 3.53052 -1.87541
C -0.41931 3.01107 2.83654
C -1.41380 2.73570 1.73841
C -0.55734 2.04120 0.70217
O 0.47240 1.34163 1.41446
C 0.46395 1.78396 2.77883
H -0.87772 3.16055 3.81735
H 0.16636 3.90504 2.59127
H -2.18837 2.05066 2.10289
H -1.90458 3.63346 1.35412
H -0.07214 2.76435 0.03809
H -1.12773 1.33503 0.09189
H 0.05536 0.97219 3.39049
H 1.48704 1.98720 3.10697
C -1.46593 0.18236 -7.51415
C -1.23474 1.64056 -7.81570
C -0.11549 1.98843 -6.85867
O 0.66111 0.79656 -6.67573
C -0.06284 -0.30914 -7.23301
H -1.95369 -0.36248 -8.32638
H -2.08418 0.08298 -6.61402
H -0.89073 1.75520 -8.85039
H -2.12199 2.26402 -7.67926
H -0.50719 2.28553 -5.88007
H 0.52488 2.79073 -7.23642
H 0.44463 -0.60920 -8.15630
H -0.04473 -1.15099 -6.53540
C -5.09835 5.88377 3.18143
C -6.09285 5.60840 2.08330
C -5.23639 4.91390 1.04706
O -4.20665 4.21433 1.75935
C -4.21510 4.65666 3.12372
H -5.55677 6.03325 4.16224
H -4.51269 6.77774 2.93617
H -6.86741 4.92336 2.44778
H -6.58362 6.50616 1.69901
H -4.75119 5.63705 0.38298
H -5.80678 4.20774 0.43678
H -4.62369 3.84490 3.73538
H -3.19201 4.85990 3.45186
C 1.95908 -2.89712 4.46318
C 0.58611 -2.55120 4.97898
C 0.77623 -1.12789 5.45612
O 1.78666 -0.54151 4.62405
C 2.41189 -1.58413 3.86295
H 1.96380 -3.71918 3.74299
H 2.61218 -3.17030 5.30054
H -0.13657 -2.57556 4.15483
H 0.23016 -3.22103 5.76584
H 1.13693 -1.10000 6.48979
H -0.14242 -0.53771 5.39107
H 2.07688 -1.48636 2.82457
H 3.49807 -1.46147 3.89223
C 1.43357 -7.49146 1.18277
C 2.82023 -8.04457 1.38768
C 3.54906 -6.85983 1.98337
O 2.57911 -6.10159 2.71915
C 1.27179 -6.58865 2.38611
H 0.65889 -8.25976 1.11908
H 1.40364 -6.89637 0.26228
H 2.78818 -8.86649 2.11259
H 3.28594 -8.41507 0.47097
H 3.95782 -6.21063 1.20182
H 4.36355 -7.16010 2.64888
H 0.89226 -7.14431 3.25053
H 0.60268 -5.74589 2.19182
```